(1)
Molecular formula: C27H22N8O2V
Method: DFT, ωB97M-V/def2-TZVPD

DFT total energy: -2573.44869 Ha
LUMO level (spin up / spin down): -0.430 / -0.430 Eh
HOMO (spin up / spin down): -16.4 / -16.4 eV
Net charge: +3
Maximum force: 2.183 eV Å⁻¹

```
60
Properties=species:S:1:pos:R:3:mulliken_charge:R:1
V 0.19765 0.12073 0.71680 -0.7236
N 2.31567 -0.71573 3.36951 -0.4418
N 1.62045 0.01677 4.34146 -0.2638
C 0.41336 0.51817 4.12848 0.7846
N -0.22039 1.12295 5.11231 -0.3242
N -0.10067 0.36821 2.84663 -0.2444
N -1.35274 0.79115 2.59264 1.2812
O -2.16430 1.26321 3.29487 -0.5864
O -1.55310 0.61880 1.30526 -0.6773
H 2.57057 -1.61284 3.77601 0.3430
H 3.17101 -0.21536 3.14153 0.2685
H 2.02546 0.12412 5.26554 0.1745
H 0.18820 1.16423 6.03686 0.2170
H -1.15562 1.48436 5.00268 0.1732
N -5.72363 -4.74768 -5.78196 -0.3658
C -5.00452 -4.20211 -5.07304 -0.2884
C -4.10146 -3.51711 -4.18237 0.5778
C -4.57800 -2.48993 -3.36980 -0.8647
C -3.70953 -1.81739 -2.53023 -0.4717
C -2.36616 -2.19657 -2.47733 -0.4388
C -1.89232 -3.23959 -3.27872 -0.4832
C -2.75757 -3.88617 -4.14151 -0.8804
C -1.43687 -1.47836 -1.58891 1.2654
C -1.30604 -0.09664 -1.71548 0.2363
C -1.89764 0.75376 -2.65092 -0.3278
C -1.38051 2.04108 -2.45833 -1.3956
C -0.45713 1.95972 -1.44351 -0.1790
N -0.37746 0.67184 -0.95990 0.9213
C -0.68936 -2.22535 -0.64478 -0.0375
C -0.68832 -3.58253 -0.41977 -0.3896
C 0.25630 -3.87653 0.59937 -1.3186
C 0.80370 -2.70073 1.00028 -0.3195
N 0.24463 -1.64517 0.27066 0.7708
H -5.62584 -2.22403 -3.40132 0.5009
H -4.08215 -1.02332 -1.89496 0.6107
H -0.84664 -3.51958 -3.25688 0.6443
H -2.39947 -4.67723 -4.78614 0.4984
H -2.59364 0.44464 -3.41580 0.6624
H -1.62304 2.92670 -3.02333 0.5138
H 0.15445 2.74993 -1.03714 0.4971
H -1.30579 -4.29269 -0.94855 0.7239
H 0.49684 -4.85085 0.99373 0.5210
H 1.54481 -2.51248 1.75874 0.4347
C 2.58429 5.19554 1.02987 -0.7202
C 1.44227 4.64117 1.62616 -0.9494
C 1.18614 3.28604 1.54812 0.1506
C 2.06884 2.43447 0.87494 1.6903
C 1.86072 1.01836 0.69283 0.7535
C 2.84583 0.19883 0.07849 -0.7207
C 3.96044 0.77573 -0.49715 -1.2353
C 4.13922 2.15182 -0.40089 -0.4844
C 3.23026 2.99333 0.27501 0.6198
C 3.46602 4.38353 0.36342 -1.0204
H 2.76519 6.25950 1.09626 0.4556
H 0.75176 5.28672 2.15340 0.4909
H 0.29045 2.89688 2.01911 0.4464
H 2.73320 -0.87659 0.02267 0.4536
H 4.69145 0.16093 -1.00398 0.4791
H 5.02140 2.60074 -0.84461 0.4960
H 4.34933 4.79861 -0.10636 0.4959
```

(2)
Molecular formula: C71H57CaI2NOP3Si2
Method: DFT, ωB97M-V/def2-TZVPD

Energy above the lowest of the compared OMol25 structures with the same formula, charge and spin: 1.4851 eV
DFT total energy: -5745.97853 Ha
LUMO level (spin up / spin down): 0.040 / 0.081 Eh
HOMO (spin up / spin down): -1.4 / -4.1 eV
Net charge: -1
Maximum force: 3.371 eV Å⁻¹

```
138
Properties=species:S:1:pos:R:3:mulliken_charge:R:1
Ca -0.68989 -1.02637 0.03550 1.2707
C 1.37966 -3.33447 -5.89377 -0.6360
C 1.95241 -3.25248 -4.62965 -1.0161
C 1.56725 -2.25119 -3.75522 -0.3601
C 0.61167 -1.30512 -4.12895 0.0322
C 0.04529 -1.39317 -5.39650 -0.8236
C 0.42738 -2.40341 -6.27340 -0.7148
P 0.07164 -0.08644 -2.86342 1.4015
C -1.01221 1.00952 -3.83469 0.1565
C -2.33695 0.61705 -4.01967 -0.3693
C -3.20752 1.39308 -4.77034 -0.3688
C -2.76981 2.59397 -5.31292 -0.7263
C -1.46002 3.00298 -5.11280 -0.5121
C -0.58259 2.21110 -4.38507 -0.5396
C 1.60406 0.89754 -2.55882 -0.4136
C 2.67126 0.87450 -3.45624 -0.2134
C 3.84355 1.55507 -3.17030 -1.2263
C 3.95366 2.26991 -1.98471 -0.2267
C 2.88389 2.32326 -1.10460 -0.0540
C 1.68622 1.65221 -1.36801 0.7197
Si 0.16631 1.66298 -0.21275 -0.5404
C 0.65837 2.36012 1.50331 0.9151
C 0.72467 3.74010 1.72429 0.2894
C 0.83736 4.28116 2.99702 -0.9354
C 0.85678 3.43724 4.09663 -1.0057
C 0.81895 2.06492 3.90513 0.5340
C 0.75517 1.50772 2.62705 -0.5944
P 0.91899 -0.32423 2.39755 0.7405
C 2.59845 -0.69340 2.73536 -0.7831
C 3.12085 -2.10671 2.42864 0.7570
C 4.09627 -2.53015 3.52663 -1.2431
C 4.87558 -1.62254 4.13629 -0.5188
C 4.68187 -0.20681 3.95370 -0.7949
C 3.50077 0.18639 3.36877 -0.3452
C -0.05978 -1.08693 3.79713 1.3657
C 0.41385 -1.06836 5.10930 -0.7519
C -0.25586 -1.74193 6.11850 -0.8930
C -1.38293 -2.50352 5.82806 -0.6238
C -1.82785 -2.59447 4.51749 -0.7979
C -1.16505 -1.88377 3.52370 -0.1253
C -0.84340 3.09750 -1.00715 0.8783
C -0.27318 4.20954 -1.63175 0.1000
C -1.04779 5.20932 -2.20237 -0.7874
C -2.43183 5.12012 -2.16029 -1.0542
C -3.02905 4.02584 -1.55212 -0.4221
C -2.24432 3.02071 -0.99309 -0.3704
P -2.96317 1.52233 -0.22440 1.7571
C -4.77925 1.76711 -0.48916 0.3026
C -5.28057 1.45418 -1.75491 0.2353
C -6.63273 1.54905 -2.04026 -0.6945
C -7.52220 1.94511 -1.04835 -0.6360
C -7.04213 2.24764 0.21597 -0.7025
C -5.68230 2.16263 0.49333 -1.0284
C -2.76766 1.87545 1.56312 0.4362
C -2.36962 3.11951 2.04838 -0.4887
C -2.24840 3.33516 3.41296 -0.3038
C -2.53788 2.31459 4.30945 -0.8190
C -2.93719 1.07166 3.83782 -0.6034
C -3.04311 0.85672 2.47078 -0.6967
H 1.67581 -4.12102 -6.57532 0.3723
H 2.69521 -3.97513 -4.31685 0.4763
H 2.01675 -2.20243 -2.77344 0.6982
H -0.69041 -0.66554 -5.71333 0.3623
H -0.02254 -2.45621 -7.25688 0.4247
H -2.68363 -0.31083 -3.57542 0.4108
H -4.23049 1.07134 -4.91602 0.5623
H -3.45176 3.21489 -5.87867 0.3456
H -1.11664 3.94630 -5.51689 0.4136
H 0.43697 2.53943 -4.22287 0.1790
H 2.60276 0.29294 -4.36828 0.5881
H 4.67736 1.50795 -3.85873 0.3947
H 4.87939 2.77796 -1.74348 0.6462
H 2.98327 2.87640 -0.17762 0.0854
H 0.64496 4.41508 0.87949 0.3852
H 0.88424 5.35542 3.12848 0.3312
H 0.91684 3.84075 5.09972 0.4034
H 0.84671 1.41496 4.76997 0.1643
H 2.30494 -2.84101 2.40660 0.3827
H 4.18907 -3.58249 3.76777 0.5582
H 5.61610 -1.96464 4.85389 0.4349
H 5.34897 0.51451 4.40114 0.4871
H 3.25916 1.23997 3.41174 0.2004
H 1.34984 -0.55997 5.32018 0.3296
H 0.12510 -1.70563 7.13181 0.4251
H -1.88572 -3.05387 6.61334 0.3864
H -2.67216 -3.22426 4.26598 0.5354
H -1.52257 -1.99877 2.50199 0.4985
H 0.80803 4.28511 -1.68512 0.2936
H -0.57244 6.05571 -2.68388 0.3660
H -3.04628 5.89484 -2.60157 0.3807
H -4.11013 3.95516 -1.52261 0.4837
H -4.59281 1.13820 -2.52863 0.0305
H -6.99443 1.30775 -3.03147 0.4432
H -8.58142 2.01269 -1.25999 0.3545
H -7.72694 2.55503 0.99582 0.3769
H -5.32803 2.40784 1.48673 0.4353
H -2.12184 3.91274 1.35318 0.2462
H -1.90850 4.29772 3.77519 0.4471
H -2.42435 2.47796 5.37271 0.3275
H -3.12978 0.26096 4.52754 0.4328
H -3.35140 -0.11964 2.11029 0.6530
I 1.20661 -5.89181 0.57843 0.0571
C -0.75474 -5.33646 0.24355 -0.2196
C -1.75126 -6.32712 0.21593 -0.5258
C -3.06198 -6.00930 0.01069 -0.3362
I -4.46373 -7.54951 -0.03747 -0.0410
C -3.44244 -4.65137 -0.15908 1.4565
C -4.77279 -4.21921 -0.36979 -1.2636
C -5.05517 -2.89710 -0.51395 -1.3099
C -3.99792 -1.96989 -0.43541 -1.2636
N -2.74951 -2.32012 -0.23829 0.1347
C -2.44160 -3.65429 -0.11580 -0.7672
C -1.03120 -3.99028 0.06117 -0.5369
O -0.13788 -3.07335 0.03865 0.1173
H -1.45907 -7.35887 0.35396 0.3468
H -5.56197 -4.95897 -0.41257 0.1125
H -6.06270 -2.54072 -0.67766 0.5313
H -4.19625 -0.91114 -0.53733 1.0866
C 4.49958 -3.92539 0.35394 -1.2229
Si 3.89705 -2.19205 0.74651 0.1347
C 2.59587 -1.71453 -0.50171 0.5557
C 5.35147 -1.02104 0.53312 0.4033
C 5.12401 0.33637 0.27965 0.5792
C 6.17358 1.22143 0.09252 -0.7025
C 7.48444 0.76716 0.16060 -0.7579
C 7.73578 -0.57304 0.40897 -0.7061
C 6.67469 -1.45568 0.58386 -0.4003
H 5.18413 -3.92085 -0.49490 0.3624
H 3.64254 -4.55282 0.09651 0.0632
H 5.01458 -4.38130 1.20094 0.3264
H 2.96951 -1.59083 -1.51960 0.6212
H 2.13799 -0.77155 -0.19280 -1.5424
H 1.82452 -2.49112 -0.49322 0.3458
H 4.10610 0.70815 0.24733 -0.0991
H 5.97091 2.27042 -0.09046 0.4460
H 8.30780 1.45825 0.02155 0.3771
H 8.75599 -0.93160 0.46729 0.4032
H 6.88987 -2.49807 0.78215 0.3501
```

(3)
Molecular formula: C18H16Cl3N2O10P2RuS2
Method: DFT, ωB97M-V/def2-TZVPD

⟨S²⟩: 1.01
Energy above the lowest of the compared OMol25 structures with the same formula, charge and spin: 2.9169 eV
DFT total energy: -4512.32883 Ha
LUMO level (spin up / spin down): 0.147 / 0.148 Eh
HOMO (spin up / spin down): -2.7 / -2.8 eV
Spin multiplicity: 2
Net charge: -2
Maximum force: 4.952 eV Å⁻¹

```
54
Properties=species:S:1:pos:R:3:mulliken_charge:R:1
Ru -1.58336 -0.31622 0.55164 0.8893
C 2.97182 -0.87893 0.58324 -1.6947
C 1.48459 -1.07953 0.46305 0.3252
N 0.68322 -0.08027 0.34168 1.4046
N 1.25238 1.17412 0.30013 -1.2962
C 0.49600 2.05015 -0.24080 0.2937
S -1.05784 1.77316 -0.91733 -0.4060
S 1.17028 3.70186 -0.22770 -0.1697
C 1.09942 4.02891 -2.02632 -1.2097
C 2.15493 3.25687 -2.76077 0.6964
C 1.89753 1.96412 -3.21208 -0.1062
C 2.88975 1.23007 -3.84795 -0.7280
C 4.14803 1.78061 -4.05329 -0.3960
C 4.41174 3.06969 -3.60728 -0.4762
C 3.42263 3.79708 -2.96161 -0.4544
C 0.95162 -2.42271 0.39609 0.4589
C 1.62689 -3.51501 0.94726 -0.5456
C 1.11098 -4.78903 0.85890 -0.7044
C -0.10212 -4.97800 0.19043 -0.4015
C -0.76232 -3.91911 -0.38565 -0.4413
C -0.25669 -2.60958 -0.29551 1.2083
O -0.85902 -1.61219 -0.90805 -1.0473
H 3.21666 0.16911 0.45595 0.4631
H 3.48742 -1.47654 -0.16970 0.3669
H 3.30737 -1.20704 1.56972 0.3032
H 1.25070 5.10443 -2.11653 0.4714
H 0.09365 3.76312 -2.34860 0.4315
H 0.91835 1.52658 -3.04341 0.4110
H 2.67577 0.22054 -4.17710 0.4038
H 4.92257 1.20472 -4.54522 0.3601
H 5.39210 3.50679 -3.75787 0.3464
H 3.63763 4.79642 -2.59745 0.3373
H 2.55037 -3.34682 1.49031 0.2397
H 1.61580 -5.61936 1.33678 0.3411
H -0.53491 -5.97120 0.14406 0.3455
H -1.72708 -4.03767 -0.86138 0.3616
O -1.75366 -1.56269 4.69784 -0.6365
P -1.64053 -1.68984 3.08800 0.8659
O -1.32509 -3.06479 2.69046 -0.6939
O -0.73809 -0.55264 2.58911 -0.5429
O -3.13768 -1.18198 2.67267 0.1467
P -3.99268 -2.02724 1.53209 0.7441
O -5.22904 -1.03240 1.32742 -0.5278
O -4.46393 -3.30603 2.07867 -0.7572
O -3.08797 -1.91741 0.29650 -0.4878
H -1.99476 -0.65652 4.92139 0.3060
H -4.91441 -0.24925 0.83668 0.3627
Cl -1.68472 2.26323 2.37128 -0.0877
C -3.40474 2.63858 2.28139 0.6654
Cl -4.23882 1.83023 3.63894 -0.1662
Cl -3.62531 4.39383 2.43559 -0.1857
C -4.08818 2.09083 0.94515 0.1425
O -5.06578 2.71809 0.57770 -0.6762
O -3.57148 1.04682 0.45150 -0.8531
```

(4)
Molecular formula: C5H10O2
Method: DFT, ωB97M-V/def2-TZVPD

Energy above the lowest of the compared OMol25 structures with the same formula, charge and spin: 2.4016 eV
SMILES: C=C[C@H](O)COC
DFT total energy: -346.93717 Ha
LUMO level: 0.036 Eh
HOMO: -9.7 eV
Maximum force: 0.824 eV Å⁻¹

```
17
Properties=species:S:1:pos:R:3:mulliken_charge:R:1
C 1.47707 -1.49628 1.20199 -0.7563
O 0.80787 -0.39420 0.65075 -0.1845
C 0.18665 1.34533 -2.01398 -0.7317
C -0.64022 0.46299 -1.47197 -0.1696
C -0.57081 -0.48499 0.80168 -0.6675
C -1.23418 0.57629 -0.08457 -0.1164
O -1.06563 1.85883 0.47418 -0.5700
H 1.15714 -2.42907 0.71283 0.3050
H 1.29232 -1.58662 2.28256 0.2852
H 2.55270 -1.37596 1.04337 0.2427
H 0.45215 2.25491 -1.47895 0.2328
H 0.67332 1.14968 -2.96404 0.2660
H -0.87834 -0.45519 -2.00779 0.3213
H -0.92155 -1.48674 0.51033 0.4286
H -0.85601 -0.30197 1.84846 0.3400
H -2.31748 0.38135 -0.10368 0.4029
H -0.11500 1.98167 0.59885 0.3714
```